(1)
Computed, not measured: the ion C5H13NO with charge -1 at a distorted geometry, with ωB97M-V/def2-TZVPD.

The LUMO energy (alpha / beta) is 0.1463 / 0.1439 Eh. The calculation puts the calculated total energy at -8930.3641 eV. For the molecular weight, the calculation gives 103.165 g/mol. Its largest force on an atom is 5.9 eV/A. As for the expectation value of S²: 0.75. Its gap between HOMO and LUMO (alpha / beta) is 0.09633 / 0.34943 Ha. The net charge is -1. The energy above the lowest of the compared OMol25 structures with the same formula, charge and spin comes out at 55.25 kcal/mol. Its spin multiplicity is 2.

Last column: Mulliken spin population.
Cartesian coordinates (Å):
C  0.477  0.983  -0.316  2.5778
N  -0.970  1.000  0.036  -0.8398
C  -1.801  1.198  -1.124  1.1381
O  -2.998  0.456  -0.697  -0.2468
C  0.787  -0.484  -0.729  0.1997
C  0.586  -1.570  0.410  0.1601
C  1.539  -1.104  1.634  0.8495
H  0.712  1.749  -1.135  -0.2180
H  1.066  1.517  0.427  -1.0926
H  -1.238  1.614  0.761  -0.0126
H  -1.301  0.811  -2.009  0.0796
H  -1.933  2.258  -1.364  -0.2896
H  -2.519  -0.091  -0.014  0.0084
H  1.729  -0.516  -1.220  -0.7000
H  -0.048  -0.688  -1.416  0.1053
H  -0.415  -1.749  0.683  0.0444
H  1.172  -2.418  -0.034  -0.1770
H  1.691  -1.897  2.470  -0.1888
H  2.481  -0.646  1.406  -0.1252
H  0.984  -0.424  2.231  -0.2724

(2)
Computed, not measured: a structure of composition C9H7InN3O5 at a distorted geometry, with ωB97M-V/def2-TZVPD.

The LUMO energy is -0.5432 Eh. The calculation puts the calculated total energy at -29288.3364 eV. For the molecular weight, the calculation gives 351.989 g/mol. Its largest force on an atom is 18.2 eV/A. Its gap between HOMO and LUMO is 0.18309 Ha. The net charge is +3.

Last column: Löwdin charge in e.
Cartesian coordinates (Å):
O  0.250  -2.749  -2.189  0.4011
C  0.250  -1.601  -2.175  -0.0411
In  0.250  0.210  -2.151  0.8977
O  -2.468  0.212  -5.403  0.1693
C  -1.727  0.200  -4.522  0.0922
C  2.031  0.213  -2.467  -0.0471
O  3.165  0.214  -2.668  0.4095
C  0.251  2.020  -2.128  -0.0335
O  0.251  3.169  -2.114  0.4061
C  1.769  -1.201  2.966  0.0454
N  0.723  -0.594  2.132  -0.0058
C  -0.415  -0.122  2.710  0.0861
C  -1.412  0.451  1.936  0.0458
C  -1.244  0.543  0.552  -0.2676
N  -0.093  0.070  -0.028  0.0629
C  0.891  -0.498  0.764  -0.4625
O  1.918  -0.917  0.254  0.1097
N  -2.285  1.132  -0.216  0.1805
H  1.937  -2.253  2.650  0.1298
H  1.491  -1.204  4.042  0.1282
H  2.716  -0.632  2.855  0.1297
H  -0.561  -0.188  3.782  0.1710
H  -2.312  0.821  2.411  0.1473
H  -3.134  1.490  0.247  0.1590
H  -2.240  1.213  -1.239  0.0863

(3)
Computed, not measured: an isolated molecule of C16H12N6, with ωB97M-V/def2-TZVPD.

The LUMO energy is -0.0027 Eh. As for the SMILES: Cc1cccc(Nc2nc(N)c(C#N)c(CC#N)c2C#N)c1. The calculation puts the calculated total energy at -25727.6059 eV. For the molecular weight, the calculation gives 288.314 g/mol. Its largest force on an atom is 1.0 eV/A. Its gap between HOMO and LUMO is 0.31169 Ha. The energy above the lowest of the compared OMol25 structures with the same formula, charge and spin comes out at 0.00 kcal/mol.

Last column: Löwdin charge in e.
Cartesian coordinates (Å):
C  -5.783  -0.003  1.327  -0.0487
C  -4.605  -0.084  0.406  -0.2717
C  -3.432  -0.700  0.811  0.0183
C  -2.326  -0.745  -0.029  -0.2537
C  -2.402  -0.200  -1.306  -0.0544
C  -3.570  0.418  -1.711  -0.0667
C  -4.660  0.481  -0.864  -0.0450
H  -5.567  0.968  -1.190  0.1121
H  -3.629  0.847  -2.700  0.1080
H  -1.559  -0.270  -1.977  0.1197
N  -1.163  -1.401  0.411  0.1303
C  0.122  -1.052  0.188  -0.2493
N  1.002  -2.038  0.355  0.1771
C  2.293  -1.818  0.163  -0.3213
N  3.126  -2.863  0.326  0.1768
H  2.745  -3.735  0.645  0.1131
H  4.120  -2.742  0.249  0.1011
C  2.791  -0.543  -0.223  -0.1261
C  1.888  0.513  -0.339  -0.1164
C  0.529  0.274  -0.124  -0.1063
C  -0.368  1.357  -0.130  -0.2162
N  -1.036  2.292  -0.122  0.2121
C  2.392  1.904  -0.626  -0.1012
C  2.784  2.502  0.630  -0.2121
N  3.086  2.935  1.643  0.1734
H  1.612  2.522  -1.078  0.1262
H  3.268  1.873  -1.281  0.1317
C  4.165  -0.380  -0.455  -0.2106
N  5.293  -0.292  -0.656  0.1813
H  -1.277  -2.314  0.830  0.1559
H  -3.364  -1.143  1.795  0.1205
H  -5.789  0.963  1.831  0.0877
H  -6.714  -0.097  0.773  0.0788
H  -5.741  -0.781  2.085  0.0756

(4)
Computed, not measured: a structure of composition C3F9KO9S3 at a distorted geometry, with ωB97M-V/def2-TZVPD.

The LUMO energy is 0.0685 Eh. The calculation puts the calculated total energy at -94829.6263 eV. For the molecular weight, the calculation gives 486.305 g/mol. Its largest force on an atom is 3.9 eV/A. Its gap between HOMO and LUMO is 0.22665 Ha. The net charge is -2. The energy above the lowest of the compared OMol25 structures with the same formula, charge and spin comes out at 81.11 kcal/mol.

Last column: Löwdin charge in e.
Cartesian coordinates (Å):
K  2.267  1.050  0.741  0.9584
C  -1.980  -3.034  0.814  -0.6330
F  -3.248  -3.271  1.116  0.1188
F  -1.364  -4.081  0.221  0.1162
F  -1.977  -1.985  -0.043  0.0814
S  -1.089  -2.414  2.398  0.4962
O  -1.330  -0.967  2.423  -0.3798
O  -1.675  -3.132  3.559  -0.3772
O  0.329  -2.744  2.160  -0.3913
C  -1.252  6.048  2.525  -0.5897
F  -2.268  5.178  2.776  0.0944
F  -0.295  5.467  1.745  0.0642
F  -1.669  7.159  1.914  0.0915
S  -0.392  6.722  4.178  0.4800
O  1.027  6.557  3.890  -0.3819
O  -0.800  8.135  4.317  -0.3797
O  -0.881  5.839  5.234  -0.3733
C  1.514  -3.957  -5.724  -0.6513
F  1.400  -2.733  -6.319  0.0713
F  0.285  -4.383  -5.430  0.1255
F  2.147  -4.698  -6.639  0.1106
S  2.604  -3.737  -4.222  0.4304
O  2.903  -5.036  -3.653  -0.3525
O  3.805  -3.087  -4.742  -0.3698
O  1.940  -2.897  -3.237  -0.3594

(5)
Computed, not measured: a cluster of 7 separate species, H14O6S in total at a distorted geometry, with ωB97M-V/def2-TZVPD.

The LUMO energy is 0.0096 Eh. As for the SMILES: O.O.O.O.O.O.S. The calculation puts the calculated total energy at -23348.3234 eV. For the molecular weight, the calculation gives 142.173 g/mol. Its largest force on an atom is 3.3 eV/A. Its gap between HOMO and LUMO is 0.35194 Ha. The energy above the lowest of the compared OMol25 structures with the same formula, charge and spin comes out at 2.49 kcal/mol.

Last column: Löwdin charge in e.
Cartesian coordinates (Å):
S  -2.703  -0.034  0.348  0.5330
H  -1.783  -0.346  1.313  -0.1951
H  -2.203  1.227  0.218  -0.2064
H  0.181  0.022  -1.754  0.0444
H  -1.084  -0.677  -1.349  -0.0671
O  -0.248  -0.877  -1.739  -0.0818
H  0.458  -1.648  1.567  0.0317
H  1.016  -0.225  2.007  0.0477
O  0.252  -0.858  2.159  -0.1328
H  1.048  -3.335  -0.229  0.0621
H  0.635  -1.981  -0.786  0.0165
O  1.201  -2.404  -0.104  -0.0704
H  3.607  -0.308  0.627  0.0363
H  2.359  -1.043  0.286  -0.0199
O  2.713  -0.208  0.464  0.0114
H  -0.033  2.495  -0.486  -0.0053
H  -0.582  3.333  0.647  -0.0044
O  -0.821  2.915  -0.125  -0.0426
H  1.870  1.807  -2.073  0.1120
H  2.002  0.948  -0.701  0.0278
O  1.372  1.466  -1.263  -0.0972

(6)
Computed, not measured: a cluster of 3 separate species, C2H13N2O2 in total at a distorted geometry, with ωB97M-V/def2-TZVPD.

The LUMO energy is -0.1065 Eh. The calculation puts the calculated total energy at -9353.8211 eV. For the molecular weight, the calculation gives 97.138 g/mol. Its largest force on an atom is 3.0 eV/A. Its gap between HOMO and LUMO is 0.39564 Ha. The net charge is +1. The energy above the lowest of the compared OMol25 structures with the same formula, charge and spin comes out at 18.74 kcal/mol.

Last column: Löwdin charge in e.
Cartesian coordinates (Å):
C  -0.714  -0.945  0.290  -0.1973
N  -1.247  -0.487  1.600  -0.0077
C  0.867  -1.070  0.425  -0.1247
N  1.296  0.093  1.191  0.1423
H  -0.983  -0.143  -0.396  0.0731
H  -1.244  -1.842  -0.005  0.1226
H  -1.554  0.477  1.625  0.0883
H  -1.772  -1.186  2.072  0.0765
H  1.123  -0.998  -0.630  0.1216
H  1.108  -1.992  0.934  0.1294
H  2.123  -0.034  1.765  0.1710
H  1.381  0.955  0.602  0.1112
H  0.564  0.301  1.888  0.1319
H  -1.664  -0.043  -3.234  0.0537
H  -0.168  -0.107  -3.233  0.0474
O  -0.903  0.242  -2.737  -0.0316
H  0.608  3.080  -0.506  0.0952
H  0.310  1.554  -1.092  0.0369
O  0.869  2.144  -0.559  -0.0398

(7)
Computed, not measured: a structure of composition C19H15N4O6S3SbSe4Tc, with ωB97M-V/def2-TZVPD.

The LUMO energy (alpha / beta) is -0.2182 / -0.2183 Eh. The calculation puts the calculated total energy at -340813.2255 eV. For the molecular weight, the calculation gives 1027.152 g/mol. Its largest force on an atom is 0.2 eV/A. Its gap between HOMO and LUMO (alpha / beta) is 0.18226 / 0.18219 Ha. The net charge is +1. The energy above the lowest of the compared OMol25 structures with the same formula, charge and spin comes out at 0.00 kcal/mol.

Last column: Löwdin charge in e.
Cartesian coordinates (Å):
Tc  -0.497  -0.354  0.208  1.3315
N  -3.840  -0.981  -2.356  0.1212
C  -2.705  -0.549  -1.800  -0.7747
S  -1.544  -1.756  -1.227  0.6953
N  -2.469  0.724  -1.694  0.0608
N  -1.292  0.969  -1.050  -0.1719
C  -0.750  2.162  -1.141  -0.2196
C  -1.385  3.298  -1.832  -0.1943
C  -1.601  4.479  -1.124  -0.0315
C  -2.212  5.557  -1.747  -0.0571
C  -2.595  5.462  -3.076  -0.0569
C  -2.383  4.283  -3.782  -0.0488
C  -1.790  3.198  -3.162  -0.0488
C  0.511  2.286  -0.408  -0.2740
C  1.316  3.417  -0.378  0.0067
C  2.512  3.363  0.312  -0.0044
C  2.890  2.188  0.954  0.0012
C  2.059  1.091  0.891  -0.0939
N  0.897  1.153  0.219  -0.1296
H  -3.953  -1.952  -2.590  0.1046
H  -4.434  -0.308  -2.814  0.1200
H  -1.317  4.549  -0.081  0.1239
H  -2.391  6.467  -1.192  0.1129
H  -3.064  6.305  -3.564  0.1130
H  -2.687  4.206  -4.817  0.1145
H  -1.645  2.272  -3.705  0.0436
H  1.009  4.305  -0.910  0.1281
H  3.155  4.232  0.347  0.1266
H  3.818  2.119  1.503  0.1270
H  2.283  0.149  1.377  0.1161
O  1.581  -4.040  1.085  -0.2578
S  1.061  -2.797  1.554  0.5303
O  1.763  -2.089  2.579  -0.2659
O  0.865  -1.899  0.313  -0.6496
C  -0.614  -3.165  2.175  -0.2061
C  -0.890  -4.525  2.217  -0.0333
C  -2.065  -5.012  2.779  -0.0246
C  -2.991  -4.148  3.330  -0.0332
C  -2.747  -2.783  3.298  -0.0387
C  -1.582  -2.297  2.725  -0.2560
S  -1.518  -0.539  2.642  0.6141
O  -0.106  -0.216  2.241  -0.3986
O  -2.052  0.076  3.794  -0.1810
O  -2.198  -0.147  1.322  -0.4009
H  -0.156  -5.208  1.817  0.1170
H  -2.238  -6.079  2.795  0.1217
H  -3.897  -4.522  3.784  0.1210
H  -3.459  -2.088  3.722  0.1264
Se  -1.828  -0.271  -5.368  -0.1056
Sb  0.497  -0.465  -5.406  0.3940
Se  1.605  -0.556  -2.015  0.1867
Se  1.271  1.262  -3.322  0.2033
Se  1.017  -2.263  -3.386  0.0955

Number 7 is which compound?
C19H15N4O6S3SbSe4Tc